No. 1
Formula: C11H16N4O3
Source: the Open Molecules 2025 dataset
Level of theory: the ωB97M-V functional and the def2-TZVPD basis

Each line ends with the Mulliken charge.
Atoms and positions in Å:
O -0.611 -0.588 -2.015  -0.438
O 0.989 -2.054 -0.033  -0.721
O 1.102 0.874 -1.800  -0.513
N 0.407 3.796 0.696  -0.693
N -2.318 -2.472 1.153  -0.587
N 2.094 4.802 -0.305  -0.003
N -0.651 -0.497 0.768  0.142
C 0.204 0.293 -1.328  0.181
C -0.831 -2.631 1.392  0.018
C 2.331 3.407 -0.452  -0.587
C -0.198 0.674 -0.025  0.322
C 1.175 2.826 0.077  0.598
C -1.699 -4.355 -0.258  -0.642
C -0.073 -1.680 0.563  -0.177
C 1.010 5.101 0.456  -0.218
C -0.530 -4.072 0.825  -0.538
C -2.585 -3.112 -0.189  -0.432
C 0.908 1.394 0.667  -0.638
H -2.111 -5.414 -0.105  0.309
H -2.317 -2.425 -0.906  0.104
H -0.900 -4.927 1.718  0.219
H 3.256 3.109 -1.040  0.336
H -1.560 -0.489 1.311  0.382
H 0.763 6.223 0.898  0.279
H -3.609 -3.167 -0.531  0.445
H -0.752 -2.595 2.573  0.450
H -1.092 1.509 -0.041  0.312
H 0.607 -4.206 0.495  0.344
H 1.920 0.908 0.792  0.263
H 0.493 1.565 1.729  0.354
H -1.227 -4.656 -1.183  0.316
H -0.488 -0.360 -2.952  0.357
H -2.602 -2.861 2.037  0.287
H 2.776 5.456 -0.569  0.171

Summary:
- LUMO level (eV) = 0.708
- relative energy (zero: lowest compared OMol25 entry of this formula, charge and spin) (kJ/mol) = 517.2
- gap between HOMO and LUMO (hartree) = 0.33834
- SMILES string = O=C(O)[C@H](Cc1c[nH]cn1)NC(=O)[C@@H]1CCCN1

No. 2
Formula: C11H16NO
Source: the Open Molecules 2025 dataset
Level of theory: the ωB97M-V functional and the def2-TZVPD basis

Each line ends with the Mulliken charge.
Atoms and positions in Å:
O 0.302 -1.365 1.602  -0.649
N -1.316 -1.688 -0.422  0.154
C -2.181 0.498 -0.119  0.137
C -1.047 0.648 -1.089  0.069
C -2.653 -0.988 -0.154  -0.916
C 3.080 -0.106 -0.060  0.275
C -1.565 0.823 1.279  -1.292
C -0.381 -0.705 -0.961  -1.373
C -0.210 1.701 -0.432  -0.922
C 4.373 0.125 -0.626  -0.998
C 2.010 -0.331 0.421  -0.868
C 0.683 -0.328 0.745  1.128
C -0.080 1.038 0.954  0.045
H -3.090 -1.136 0.860  0.360
H 0.870 -2.122 1.654  0.365
H 4.745 -0.787 -1.182  0.317
H -0.890 -1.942 0.485  0.418
H 0.280 -1.020 -1.645  0.636
H -0.736 2.589 -0.268  0.438
H 0.808 1.917 -0.926  0.343
H -3.094 1.087 -0.427  0.486
H -3.339 -1.138 -1.072  0.393
H 5.030 0.386 0.266  0.307
H -1.962 1.666 1.768  0.392
H -1.329 0.774 -2.174  0.414
H 4.250 1.163 -1.178  0.269
H -1.323 -2.440 -1.022  0.347
H -1.794 -0.090 2.016  0.313
H 0.557 1.770 1.707  0.411

Summary:
- LUMO level (eV) = -2.758
- relative energy (zero: lowest compared OMol25 entry of this formula, charge and spin) (kJ/mol) = 452.8
- gap between HOMO and LUMO (hartree) = 0.34739
- total charge = +1

No. 3
Formula: C11H16NO
Source: the Open Molecules 2025 dataset
Level of theory: the ωB97M-V functional and the def2-TZVPD basis

Each line ends with the Mulliken charge.
Atoms and positions in Å:
O 1.579 1.658 -0.061  -0.321
N -0.092 -1.494 0.117  -0.268
C 1.794 0.420 0.455  -0.880
C -3.713 0.903 0.113  -0.825
C 3.063 0.071 -0.012  0.958
C -2.314 -0.759 -1.142  -0.591
C -1.850 -0.265 1.244  -0.300
C 3.598 1.128 -0.824  -0.455
C 4.187 -0.856 0.345  -1.283
C -2.834 0.581 1.260  -0.770
C 2.572 2.032 -0.838  -0.405
C -3.752 -0.273 -0.979  -0.684
C -1.498 -0.875 -0.068  0.770
H -4.007 0.102 -1.964  0.300
H -2.091 -1.474 -1.968  0.301
H -0.085 -1.658 1.169  0.441
H 3.857 -1.737 0.867  0.369
H 4.622 -1.215 -0.564  0.353
H 1.239 0.359 1.341  0.628
H -4.435 -0.963 -0.634  0.385
H 4.922 -0.139 0.844  0.307
H -1.398 -0.522 2.159  0.423
H -3.361 1.843 -0.264  0.323
H 0.774 -0.867 -0.082  0.101
H 4.498 1.217 -1.351  0.516
H -4.727 1.102 0.509  0.400
H 2.623 2.986 -1.416  0.371
H -3.179 1.067 2.152  0.421
H 0.009 -2.370 -0.407  0.416

Summary:
- LUMO level (eV) = -3.007
- relative energy (zero: lowest compared OMol25 entry of this formula, charge and spin) (kJ/mol) = 449.2
- gap between HOMO and LUMO (hartree) = 0.34448
- total charge = +1

No. 4
Formula: C11H16NO2P
Source: the Open Molecules 2025 dataset
Level of theory: the ωB97M-V functional and the def2-TZVPD basis

Each line ends with the Mulliken charge.
Atoms and positions in Å:
P 0.948 0.538 -1.539  0.766
O 1.305 1.847 -2.053  -0.743
O 2.089 -0.112 -0.583  -0.509
N -0.539 0.213 -0.165  -0.035
C 1.780 -1.678 2.746  -0.353
C -0.306 2.401 0.806  -1.186
C 1.565 -0.549 0.640  1.282
C -2.294 2.053 -0.849  -1.501
C 0.352 -0.689 -2.788  -0.254
C -0.401 -1.016 1.957  -0.729
C 0.205 -0.436 0.826  0.059
C -0.198 -1.908 -2.073  -1.085
C 0.350 -1.668 2.897  -0.723
C -1.266 1.398 0.175  0.240
C 2.340 -1.124 1.637  -0.935
H -3.087 2.388 -0.252  0.442
H -1.465 -1.201 1.951  0.378
H -2.553 1.194 -1.497  0.339
H -0.327 -0.258 -3.618  0.328
H -2.003 1.052 0.958  0.337
H 0.436 -2.275 -1.350  0.339
H -0.600 -2.718 -2.796  0.339
H 2.438 -2.145 3.483  0.363
H 3.367 -1.191 1.452  0.514
H 0.342 1.761 1.418  0.292
H -0.067 -2.250 3.704  0.401
H -0.811 3.173 1.394  0.426
H -2.045 2.877 -1.553  0.288
H -1.094 -1.586 -1.571  0.258
H 0.160 2.753 -0.108  0.359
H 1.377 -0.846 -3.250  0.303

Summary:
- LUMO level (eV) = 0.857
- relative energy (zero: lowest compared OMol25 entry of this formula, charge and spin) (kJ/mol) = 100.7
- gap between HOMO and LUMO (hartree) = 0.33387
- SMILES string = CC[P@]1(=O)Oc2ccccc2N1C(C)C

No. 5
Formula: C11H16O2Si
Source: the Open Molecules 2025 dataset
Level of theory: the ωB97M-V functional and the def2-TZVPD basis

Each line ends with the Mulliken charge.
Atoms and positions in Å:
Si -1.814 -0.066 -0.004  0.378
O 0.651 2.459 0.396  -0.518
O 0.162 1.708 -1.687  -0.597
C -1.512 -0.529 1.762  -0.951
C 1.615 -1.738 -0.259  -0.780
C 2.921 -1.774 0.261  -0.341
C -0.188 -0.248 -1.192  -0.396
C 1.140 -0.482 -0.666  0.632
C 3.237 0.513 -0.006  -0.539
C 1.155 1.949 -0.781  -0.221
C -2.843 -1.438 -0.841  -1.079
C -2.541 1.649 0.154  -1.010
C 1.993 0.661 -0.508  0.323
C 3.718 -0.716 0.320  -0.511
H -1.790 2.285 -0.463  0.301
H -0.417 -0.497 -2.178  0.553
H -0.994 -1.557 1.904  0.282
H 4.683 -0.937 0.786  0.338
H -3.537 1.799 -0.175  0.455
H -2.576 -0.744 2.253  0.266
H -2.541 -2.457 -0.445  0.278
H 1.219 -2.698 -0.417  0.477
H -2.560 2.040 1.270  0.245
H -0.017 1.897 0.706  0.297
H 3.826 1.396 0.292  0.362
H -2.948 -1.401 -1.966  0.305
H -3.795 -1.240 -0.451  0.344
H 1.713 2.809 -1.189  0.453
H 3.110 -2.816 0.641  0.266
H -1.067 0.171 2.483  0.389

Summary:
- LUMO level (eV) = 0.142
- relative energy (zero: lowest compared OMol25 entry of this formula, charge and spin) (kJ/mol) = 290.5
- gap between HOMO and LUMO (hartree) = 0.33695

No. 6
Formula: C11H17BBr6NO11
Source: the Open Molecules 2025 dataset
Level of theory: the ωB97M-V functional and the def2-TZVPD basis

Each line ends with the Mulliken charge.
Atoms and positions in Å:
Br -2.006 1.261 5.155  -0.136
Br -6.697 0.292 -3.397  -0.107
Br 4.816 -5.409 -3.083  -0.121
Br -4.953 -2.641 -2.367  -0.130
Br -5.481 1.570 5.773  -0.142
Br 2.244 -7.044 -4.323  -0.155
O 0.594 1.134 -2.914  -0.762
O 3.096 3.852 2.422  -0.451
O -0.869 2.674 -3.381  -0.720
O 4.118 5.386 -0.602  -0.607
O 1.773 5.238 1.213  -0.614
O 5.331 3.269 3.249  -0.480
O 4.856 3.761 0.920  -0.487
O 4.166 1.726 1.980  -0.455
O -1.294 1.340 -1.657  -0.450
O 6.489 1.770 4.579  -0.629
O 4.553 -0.044 3.247  -0.683
N 0.615 -2.592 0.587  -0.496
C 2.824 4.650 1.424  0.575
C -6.758 -2.058 -1.800  -0.605
C 4.498 -5.678 -5.039  -0.628
C 3.985 4.646 0.383  0.622
C 3.069 -5.626 -5.403  -0.518
C -3.023 2.910 4.706  -0.628
C -4.216 3.122 5.691  -0.588
C 4.741 1.118 2.947  0.619
C -7.474 -1.527 -3.016  -0.624
C -0.482 1.737 -2.678  0.664
C 5.673 2.104 3.722  0.584
B 4.371 3.157 2.153  1.006
H 2.836 -5.914 -6.428  0.342
H -7.241 -2.915 -1.331  0.355
H -3.401 2.818 3.687  0.357
H -7.460 -2.181 -3.888  0.392
H 5.009 -6.614 -5.267  0.383
H -4.816 3.963 5.345  0.365
H 0.058 -1.764 0.430  0.361
H -3.870 3.300 6.709  0.358
H 1.450 -2.390 0.056  0.374
H -2.401 3.799 4.601  0.414
H -2.033 1.915 -1.869  0.276
H 0.061 -3.411 0.384  0.369
H 0.845 -2.592 1.571  0.382
H -6.709 -1.319 -1.001  0.391
H -8.484 -1.244 -2.720  0.328
H 4.993 -4.883 -5.597  0.351
H 2.605 -4.667 -5.173  0.346

Summary:
- LUMO level (eV) = -0.110
- relative energy (zero: lowest compared OMol25 entry of this formula, charge and spin) (kJ/mol) = 444.1
- gap between HOMO and LUMO (hartree) = 0.15059
- total charge = -1